[1]
Here is C41H48BBrMnN12O4 as an isolated structure at a distorted geometry from the Open Molecules 2025 dataset. Energies are from the ωB97M-V functional and the def2-TZVPD basis.

Values from the calculation:
Total energy in eV: -171407.5308
2S+1: 5
HOMO level (alpha / beta) in hartree: -0.4013 / -0.4013
Molecular weight in g/mol: 918.569
Charge: +1
Energy relative to the best compared isomer or geometry (same formula, charge and spin) in kcal/mol: 0.0

Geometry as XYZ:
```
108
C41H48BBrMnN12O4 the ωB97M-V functional and the def2-TZVPD basis
Mn -0.10741 -0.14809 -0.14756
C -0.47108 -1.50091 3.49869
C 0.15122 -2.38260 2.46790
C 0.82399 -3.59346 2.69449
C 1.10362 -4.08603 1.44241
N 0.61191 -3.22525 0.53281
N 0.06402 -2.15522 1.15667
B 0.53375 -3.25695 -1.00081
N -0.88252 -2.80651 -1.42410
C -1.80330 -3.53853 -2.06992
C -2.92237 -2.76040 -2.25449
C -2.60862 -1.52428 -1.67839
C -3.50927 -0.34064 -1.56937
N -1.37080 -1.57250 -1.18613
N 1.56171 -2.20276 -1.51240
C 2.62057 -2.39187 -2.29743
C 3.32446 -1.20726 -2.37986
C 2.61723 -0.30181 -1.60185
C 2.96403 1.13187 -1.41833
N 1.55427 -0.92388 -1.05461
N 0.78199 -4.61796 -1.61614
C 0.53455 -5.86748 -1.14261
C 0.57898 -6.73802 -2.19704
C 0.84760 -5.92754 -3.32265
C 0.96729 -6.34255 -4.75325
N 0.94765 -4.65943 -2.96940
H -1.29117 -2.03623 3.97817
H -0.87779 -0.59892 3.05378
H 0.24197 -1.22812 4.27680
H 1.05725 -4.04454 3.64368
H 1.61753 -4.98400 1.15000
H -1.61374 -4.56159 -2.34681
H -3.84953 -3.03999 -2.72395
H -4.46643 -0.64600 -1.14695
H -3.70188 0.09385 -2.55229
H -3.08683 0.41524 -0.91661
H 2.79577 -3.34632 -2.75944
H 4.22880 -1.01628 -2.93071
H 3.99470 1.29239 -1.72792
H 2.86274 1.44456 -0.38132
H 2.31912 1.76122 -2.03321
H 0.31805 -6.05658 -0.10681
H 0.45066 -7.80657 -2.17121
H 1.18883 -7.40529 -4.82889
H 1.75352 -5.78073 -5.25479
H 0.03194 -6.15247 -5.28177
C -0.44382 -0.04788 -4.99025
C -0.63341 0.66090 -3.67917
O -0.10228 0.27270 -2.64425
N -1.47270 1.71493 -3.65963
C -1.79498 2.35488 -2.39481
C -0.69044 3.20563 -1.81579
C -0.56300 4.50392 -2.29588
C 0.31813 5.38241 -1.69545
C 1.02794 4.92997 -0.60003
C 0.87260 3.61065 -0.21653
N 0.06718 2.73277 -0.81866
H 0.38749 -0.74167 -4.89930
H -0.25793 0.65565 -5.80138
H -1.34495 -0.61751 -5.22505
H -1.99804 1.95205 -4.48312
H -2.06406 1.59950 -1.65937
H -2.65432 2.99941 -2.56483
H -1.18035 4.82386 -3.12563
H 0.42554 6.39655 -2.05644
H 1.70071 5.57730 -0.05521
H 1.43871 3.23856 0.61963
Br -3.56494 -1.74346 1.39927
C -4.02899 -0.17837 2.36637
C -5.10198 -0.32407 3.23589
C -5.57026 0.75965 3.95711
C -4.97689 2.00313 3.79987
C -3.91343 2.14334 2.93140
C -3.40433 1.06094 2.20552
C -2.22738 1.39787 1.32465
O -1.95164 2.55351 1.08687
O -1.53422 0.37635 0.86354
H -5.57300 -1.29214 3.33019
H -6.40383 0.62986 4.63459
H -5.34541 2.85812 4.34982
H -3.43426 3.10080 2.79095
C 4.54925 3.25251 5.86969
C 3.34510 3.48342 4.96635
N 2.09862 2.96556 5.51796
C 1.55666 3.62813 6.70789
C 1.71236 2.78274 7.96499
C 1.30811 2.04941 4.91540
O 0.17116 1.79509 5.28183
C 1.86826 1.25487 3.76569
C 3.00579 0.46990 3.88745
C 3.34374 -0.37920 2.84579
C 2.53818 -0.41671 1.72288
N 1.43769 0.33410 1.59816
C 1.11118 1.13588 2.61352
H 5.44835 3.64254 5.39219
H 4.69874 2.19081 6.06993
H 4.42870 3.76495 6.82390
H 3.51325 3.02979 3.99175
H 3.21990 4.55776 4.80209
H 0.49881 3.81968 6.53153
H 2.06905 4.58467 6.81269
H 1.15376 1.85342 7.85834
H 1.31911 3.32010 8.82798
H 2.75848 2.54330 8.15713
H 3.59894 0.50373 4.79283
H 4.21295 -1.01888 2.90178
H 2.77279 -1.08546 0.90820
H 0.19116 1.70311 2.52001
```

***

[2]
Here is an isolated molecule of C6H7ClS at a distorted geometry from the Open Molecules 2025 dataset. Energies are from the ωB97M-V functional and the def2-TZVPD basis.

Values from the calculation:
Total energy in eV: -29690.6612
SMILES: CC#C[C@H](C=S)CCl
HOMO level in hartree: -0.3307
Molecular weight in g/mol: 146.642
Energy relative to the best compared isomer or geometry (same formula, charge and spin) in kcal/mol: 42.1

Geometry as XYZ:
```
15
C6H7ClS the ωB97M-V functional and the def2-TZVPD basis
C -2.20410 -2.08130 -0.09902
C -1.13928 -1.04526 -0.16438
C -0.23391 -0.28509 -0.43480
C 0.88607 0.71620 -0.45536
C 2.07865 0.02395 0.25614
S 3.56951 -0.11414 -0.29671
C 0.60028 2.01436 0.28768
Cl -0.86184 2.81415 -0.27362
H -2.38634 -2.49076 0.89924
H -1.91369 -3.00168 -0.63487
H -3.15928 -1.70082 -0.47250
H 1.20400 0.96091 -1.46534
H 1.78028 -0.24755 1.26852
H 1.40983 2.69755 0.22961
H 0.36983 1.73946 1.35542
```

***

[3]
Here is CH3IrMgO2 as an isolated structure at a distorted geometry from the Open Molecules 2025 dataset. Energies are from the ωB97M-V functional and the def2-TZVPD basis.

Values from the calculation:
Total energy in eV: -13451.7790
2S+1: 6
HOMO level (alpha / beta) in hartree: -0.4143 / -0.5549
Molecular weight in g/mol: 263.555
Charge: +1

Geometry as XYZ:
```
8
CH3IrMgO2 the ωB97M-V functional and the def2-TZVPD basis
O 1.70504 -0.15128 -0.21142
Ir 0.26778 0.75526 -0.56441
O -1.31214 0.58999 0.11757
C -2.58984 0.08412 -0.02012
Mg 2.33183 -1.59326 0.76242
H -2.69194 -0.68586 -0.80993
H -2.88125 -0.40368 0.93095
H -3.36092 0.85499 -0.21593
```

***

[4]
Here is a 4-piece molecular cluster, C3H14O3S overall at a distorted geometry from the Open Molecules 2025 dataset. Energies are from the ωB97M-V functional and the def2-TZVPD basis.

Values from the calculation:
Total energy in eV: -20315.7375
SMILES: CCCS.O.O.O
HOMO level in hartree: -0.3285
Molecular weight in g/mol: 130.209
Energy relative to the best compared isomer or geometry (same formula, charge and spin) in kcal/mol: 11.5

Geometry as XYZ:
```
21
C3H14O3S the ωB97M-V functional and the def2-TZVPD basis
C -0.48796 2.47837 1.17887
C -0.94046 1.14907 0.53801
C -2.30786 0.69625 1.08866
S -3.18383 -0.23142 -0.23247
H 0.33683 2.91079 0.61083
H -1.29804 3.19016 1.31294
H -0.12815 2.25018 2.18118
H -0.23550 0.37282 0.84544
H -0.98027 1.22045 -0.54079
H -2.16240 0.00084 1.91474
H -2.97511 1.48849 1.43282
H -4.35725 -0.39818 0.39127
O 1.92484 -3.01263 0.09818
H 1.01881 -3.26658 0.31262
H 2.42959 -3.50092 0.76053
O 2.44149 -1.99278 -2.65132
H 3.39875 -1.94621 -2.45709
H 2.17963 -2.73941 -2.09403
O 2.03075 0.56474 -1.29610
H 1.96884 -0.32036 -1.69274
H 1.32730 1.08633 -1.70155
```

***

[5]
Here is an isolated molecule of C28H29N3O4 from the Open Molecules 2025 dataset. Energies are from the ωB97M-V functional and the def2-TZVPD basis.

Values from the calculation:
Total energy in eV: -42166.6329
SMILES: Cc1cc(/C(O)=C2\C(=O)C(=O)N(CCN(C)C)[C@H]2c2ccncc2)ccc1OCc1ccccc1
HOMO level in hartree: -0.3063
Molecular weight in g/mol: 471.557
Energy relative to the best compared isomer or geometry (same formula, charge and spin) in kcal/mol: 65.9

Geometry as XYZ:
```
64
C28H29N3O4 the ωB97M-V functional and the def2-TZVPD basis
C -0.63038 2.18921 -4.07451
C -0.38343 1.05324 -3.13282
C -0.87135 1.05447 -1.84388
C -0.60764 0.00336 -0.95919
C -1.15790 0.05049 0.39533
O -2.43821 0.46805 0.52939
C -0.47891 -0.28913 1.51930
C 0.93766 -0.58301 1.66430
O 1.80200 -0.63104 0.81628
C 1.16380 -0.80224 3.15894
O 2.20087 -1.09122 3.71446
N -0.03138 -0.62619 3.76906
C -0.21694 -0.75854 5.18870
C -0.96928 -2.06248 5.54236
N -1.09207 -2.36255 6.94858
C -1.88354 -1.40597 7.69031
C 0.16438 -2.64992 7.60703
C -1.11091 -0.23578 2.89101
C -1.60019 1.15701 3.22069
C -2.92644 1.40922 3.54176
C -3.30018 2.71254 3.83236
N -2.45853 3.73049 3.82581
C -1.19406 3.48792 3.52421
C -0.71201 2.22677 3.21452
C 0.13528 -1.08091 -1.40986
C 0.61757 -1.10842 -2.70366
C 0.37738 -0.04726 -3.57102
O 0.81751 0.02478 -4.84802
C 1.62404 -1.01835 -5.36083
C 2.02858 -0.66409 -6.76784
C 2.03677 -1.62879 -7.76542
C 2.42972 -1.30076 -9.05130
C 2.80821 -0.00386 -9.35256
C 2.79644 0.96364 -8.36205
C 2.41320 0.63452 -7.07460
H -1.29765 2.92506 -3.63394
H 0.31175 2.67349 -4.32672
H -1.06140 1.81883 -5.00302
H -1.42905 1.91759 -1.50192
H -2.81011 0.67001 -0.34072
H 0.78280 -0.78011 5.62948
H -0.76514 0.11168 5.56429
H -1.98199 -2.01551 5.12946
H -0.44548 -2.89667 5.06690
H -2.81961 -1.22599 7.16380
H -2.11311 -1.83066 8.66753
H -1.37461 -0.44328 7.84719
H 0.73480 -3.35229 7.00301
H -0.04917 -3.11257 8.57076
H 0.77957 -1.75637 7.78451
H -1.94992 -0.94107 2.96577
H -3.65246 0.61074 3.55638
H -4.32410 2.95458 4.08593
H -0.53841 4.34864 3.53102
H 0.32940 2.07431 2.97264
H 0.32349 -1.91409 -0.75394
H 1.18786 -1.96470 -3.02507
H 2.52461 -1.13564 -4.73805
H 1.07148 -1.96781 -5.35521
H 1.73714 -2.64148 -7.53561
H 2.43545 -2.05904 -9.82031
H 3.11058 0.25223 -10.35710
H 3.09036 1.97702 -8.59249
H 2.40224 1.38482 -6.29907
```

***

[6]
Here is C12H22IrN2O4SSi2 as an isolated structure at a distorted geometry from the Open Molecules 2025 dataset. Energies are from the ωB97M-V functional and the def2-TZVPD basis.

Values from the calculation:
Total energy in eV: -53400.6254
2S+1: 2
HOMO level (alpha / beta) in hartree: -0.3325 / -0.3273
Molecular weight in g/mol: 538.774

Geometry as XYZ:
```
44
C12H22IrN2O4SSi2 the ωB97M-V functional and the def2-TZVPD basis
Ir 0.51280 -0.01650 0.00030
O 2.49160 2.76610 -1.22780
S 2.07510 2.13550 0.00210
O 2.49460 2.76880 1.22740
O 2.51610 0.69000 0.00250
O 0.54570 2.03990 0.00360
C -4.13020 1.33580 -1.59130
Si -3.03670 1.31020 -0.00170
C -4.13030 1.33850 1.58760
C -2.13500 2.97730 -0.00340
N -1.98320 -0.08430 -0.00100
C -2.38520 -1.34980 -0.00020
C -3.74530 -1.74690 0.00030
C -4.11020 -3.06820 0.00080
C -3.13290 -4.06520 0.00080
C -1.79670 -3.72990 0.00030
C -1.37300 -2.39380 -0.00020
N -0.08210 -2.02240 -0.00090
Si 1.29820 -3.14670 -0.00190
C 1.26680 -4.19930 1.60160
C 1.26370 -4.19910 -1.60550
C 2.95440 -2.22660 -0.00360
H -4.68170 2.26810 -1.64950
H -4.84830 0.52520 -1.64000
H -3.50690 1.26890 -2.47640
H -4.68200 2.27090 1.64410
H -3.50700 1.27330 2.47290
H -4.84840 0.52790 1.63780
H -2.84450 3.79960 -0.00450
H -1.49390 3.06090 -0.87040
H -1.49450 3.06280 0.86380
H -4.50380 -0.98210 0.00030
H -5.15490 -3.33790 0.00110
H -3.42410 -5.10290 0.00110
H -1.05920 -4.51330 0.00040
H 0.44100 -4.89800 1.66060
H 1.20970 -3.55530 2.47370
H 2.18530 -4.77110 1.68080
H 0.43790 -4.89790 -1.66290
H 2.18220 -4.77080 -1.68660
H 1.20480 -3.55510 -2.47740
H 3.07370 -1.58890 0.86370
H 3.07160 -1.58830 -0.87080
H 3.77050 -2.94250 -0.00480
```